P | Computed, not measured: a 2-piece molecular cluster, C2H3NO3 overall, with ωB97M-V/def2-TZVPD.

Structure (ORCA input):
```
! RIJCOSX wB97M-V def2-TZVPD def2/J DEFGRID3
* xyz 0 1
O -1.8805 1.2909 0.3160
O 0.7130 -1.7003 0.3723
O -1.8463 -0.8296 -0.0883
N -1.2305 0.3341 0.4495
C 0.9540 -0.5594 0.1046
C 1.3562 0.6339 -0.2043
H 2.3739 0.9087 -0.1750
H 0.6774 1.3797 -0.4404
H -1.1172 -1.4581 -0.3343
*
```

Output
E_HOMO, eV: -9.7
SMILES: C=C=O.O=NO
Frontier orbital gap, eV: 9.37

Q | Computed, not measured: a 2-piece molecular cluster, C2H3NO3 overall, with ωB97M-V/def2-TZVPD.

Structure (ORCA input):
```
! RIJCOSX wB97M-V def2-TZVPD def2/J DEFGRID3
* xyz 0 1
O 1.2182 -0.9175 0.4188
O -1.4814 1.3043 0.4851
O 2.8446 0.6097 -0.3077
N -0.7066 0.4750 -0.3356
C 2.0195 -0.1303 0.0527
C -0.8151 -0.7916 -0.2230
H -1.1482 2.2028 0.4708
H -0.4057 -1.4576 -0.9808
H -1.5253 -1.2948 0.4197
*
```

Output
E_HOMO, eV: -9.6
SMILES: O=C=O.C=NO
Frontier orbital gap, eV: 10.24

Tell me which of them is the most stable. Sure, it is Q.

P | Computed, not measured: C3H8ClN3 as an isolated structure, with ωB97M-V/def2-TZVPD.

Structure (ORCA input):
```
! RIJCOSX wB97M-V def2-TZVPD def2/J DEFGRID3
* xyz 2 1
Cl -0.7892 2.1445 0.7817
N 1.1216 0.2863 0.7938
N -2.1818 -1.5068 -2.1441
N -0.6831 -0.0530 -1.1855
C 1.8639 0.7224 1.9510
C 0.0740 0.8560 0.3601
C -1.6470 -0.9238 -1.1121
H -2.9167 -2.1987 -2.0424
H 1.5142 -0.5350 0.3200
H 2.7865 1.2269 1.6419
H 1.2839 1.4062 2.5700
H -2.0190 -1.1944 -0.1265
H 2.1591 -0.1478 2.5425
H -0.2982 0.3095 -2.0494
H -1.8763 -1.3204 -3.0944
*
```

Output
E_HOMO, eV: -19.7
Frontier orbital gap, eV: 10.05

Q | Computed, not measured: an isolated ion of composition C3H8ClN3 and charge +2, with ωB97M-V/def2-TZVPD.

Structure (ORCA input):
```
! RIJCOSX wB97M-V def2-TZVPD def2/J DEFGRID3
* xyz 2 1
Cl 0.7138 1.8967 0.0914
N -0.9585 -0.2586 0.1059
N 1.4414 -0.6012 0.2366
N -3.1811 0.3219 -0.0252
C -1.9363 0.5604 -0.1006
C 2.8261 -0.3713 -0.0704
C 0.4469 0.2256 0.1841
H -3.4564 -0.7249 0.2503
H 3.2141 -1.3213 -0.5271
H 3.6155 -0.1136 0.6930
H -1.2269 -1.2239 0.3954
H -3.8973 1.0778 -0.3286
H 2.8982 0.5191 -0.7080
H 1.1506 -1.5448 0.1609
H -1.6501 1.5583 -0.3577
*
```

Output
E_HOMO, eV: -20.0
SMILES: C/[NH+]=C(Cl)/[NH+]=C/N
Frontier orbital gap, eV: 10.50

Tell me which of them is the most stable. Sure, it is Q.